{"formula": "C45H53O2S", "method": "wB97M-V/def2-TZVPD", "total_charge": 1, "lumo_ev": -3.98, "energy_ev": -62443.8864, "homo_energy_ev": -10.3494, "mol_weight_g_mol": 658.0, "elements": ["C", "C", "C", "O", "O", "C", "C", "C", "C", "C", "C", "S", "H", "H", "H", "H", "H", "H", "H", "H", "H", "H", "H", "H", "H", "H", "H", "H", "H", "C", "C", "C", "C", "C", "C", "H", "H", "H", "H", "H", "H", "C", "C", "C", "C", "C", "C", "H", "H", "H", "H", "H", "H", "C", "C", "C", "C", "C", "C", "H", "H", "H", "H", "H", "H", "C", "C", "C", "C", "C", "C", "H", "H", "H", "H", "H", "H", "C", "C", "C", "C", "C", "C", "H", "H", "H", "H", "H", "H", "C", "C", "C", "C", "C", "C", "H", "H", "H", "H", "H", "H"], "xyz": [[0.131, -4.496, -0.836], [0.438, -4.896, -2.094], [0.093, -4.095, -3.310], [-1.045, -3.797, -3.497], [1.045, -3.806, -4.250], [2.284, -3.360, -3.742], [2.286, -1.877, -3.367], [3.366, -1.541, -2.339], [4.778, -2.039, -2.721], [5.396, -2.972, -1.661], [6.401, -3.983, -2.192], [5.764, -5.170, -3.403], [0.513, -3.561, -0.436], [-0.532, -5.097, -0.221], [0.963, -5.833, -2.268], [3.011, -3.529, -4.540], [2.619, -3.958, -2.878], [1.302, -1.547, -3.034], [2.534, -1.316, -4.271], [3.081, -1.904, -1.348], [3.432, -0.457, -2.250], [4.798, -2.497, -3.713], [5.442, -1.177, -2.786], [4.611, -3.501, -1.115], [5.921, -2.356, -0.930], [6.871, -4.578, -1.410], [7.209, -3.483, -2.734], [4.567, -5.539, -2.911], [5.440, -4.393, -4.449], [2.006, 3.925, -0.595], [1.102, 2.932, -0.950], [1.337, 1.615, -0.581], [2.475, 1.292, 0.147], [3.378, 2.282, 0.504], [3.142, 3.598, 0.131], [1.821, 4.953, -0.878], [0.211, 3.185, -1.509], [0.629, 0.842, -0.856], [2.654, 0.265, 0.444], [4.261, 2.033, 1.079], [3.845, 4.371, 0.411], [5.519, 6.650, 3.916], [5.531, 6.338, 5.269], [4.859, 5.215, 5.730], [4.180, 4.397, 4.837], [4.171, 4.707, 3.484], [4.837, 5.834, 3.024], [6.040, 7.528, 3.558], [6.064, 6.973, 5.964], [4.863, 4.977, 6.786], [3.656, 3.519, 5.195], [3.641, 4.067, 2.790], [4.825, 6.081, 1.969], [-3.829, 5.602, 0.067], [-2.449, 5.665, 0.200], [-1.710, 4.496, 0.317], [-2.350, 3.264, 0.295], [-3.730, 3.201, 0.159], [-4.469, 4.371, 0.048], [-4.407, 6.513, -0.022], [-1.949, 6.626, 0.213], [-0.635, 4.545, 0.429], [-1.771, 2.353, 0.385], [-4.230, 2.241, 0.141], [-5.546, 4.321, -0.052], [-3.686, -8.512, -1.490], [-3.126, -7.253, -1.660], [-2.498, -6.926, -2.855], [-2.438, -7.857, -3.883], [-3.000, -9.115, -3.714], [-3.621, -9.444, -2.517], [-4.174, -8.767, -0.559], [-3.182, -6.525, -0.860], [-2.064, -5.944, -2.986], [-1.955, -7.601, -4.817], [-2.956, -9.840, -4.517], [-4.057, -10.425, -2.385], [-8.498, 1.378, -0.973], [-7.913, 2.591, -1.311], [-8.650, 3.764, -1.235], [-9.972, 3.726, -0.814], [-10.557, 2.514, -0.474], [-9.822, 1.340, -0.557], [-7.924, 0.463, -1.035], [-6.880, 2.621, -1.635], [-8.195, 4.709, -1.504], [-10.547, 4.641, -0.751], [-11.588, 2.485, -0.144], [-10.280, 0.395, -0.296], [-0.539, 1.866, 5.851], [-0.042, 0.875, 6.686], [1.069, 0.136, 6.304], [1.688, 0.394, 5.088], [1.192, 1.387, 4.254], [0.077, 2.122, 4.633], [-1.406, 2.440, 6.149], [-0.521, 0.679, 7.637], [1.454, -0.639, 6.954], [2.558, -0.179, 4.792], [1.675, 1.591, 3.305], [-0.311, 2.893, 3.981]]}